A molecular structure, C33H39ClN5NaO5S2. Source: the OMol25 dataset; level of theory: the ωB97M-V functional and the def2-TZVPD basis.

ORCA input file:
```
! wB97M-V def2-TZVPD RIJCOSX def2/J DEFGRID3
* xyz -2 1
Na 0.043 -0.790 0.189
C 0.245 2.084 1.708
C 1.179 1.092 2.425
N 2.221 0.614 1.559
C 3.211 1.535 1.076
C 3.622 1.208 -0.383
N 2.584 0.757 -1.269
C 1.532 1.639 -1.711
C 0.723 2.463 -0.702
N -0.004 1.701 0.318
H 0.669 3.097 1.761
H -0.695 2.096 2.261
H 0.579 0.239 2.750
H 1.547 1.584 3.345
H 2.518 -0.341 1.668
H 4.130 1.567 1.692
H 2.785 2.539 1.132
H 4.360 0.401 -0.351
H 4.131 2.086 -0.808
H 2.272 -0.165 -0.986
H 0.826 1.029 -2.282
H 1.953 2.370 -2.421
H 0.004 3.042 -1.297
H 1.379 3.192 -0.215
H -0.993 1.741 0.101
C -7.888 -2.218 0.861
C -6.503 -2.157 0.274
C -6.242 -2.646 -0.998
C -4.955 -2.609 -1.527
C -3.930 -2.073 -0.770
C -4.170 -1.570 0.505
C -5.452 -1.617 1.017
S -2.271 -2.011 -1.394
O -2.280 -2.712 -2.666
O -1.438 -2.590 -0.346
N -1.868 -0.495 -1.464
C -2.461 0.400 -2.300
C -3.314 0.052 -3.379
C -3.881 1.044 -4.139
C -3.602 2.381 -3.858
C -2.744 2.630 -2.803
N -2.190 1.695 -2.040
H -8.620 -2.528 0.113
H -8.189 -1.247 1.256
H -7.925 -2.931 1.688
H -7.053 -3.067 -1.583
H -4.737 -3.004 -2.510
H -3.367 -1.138 1.095
H -5.630 -1.231 2.015
H -3.481 -0.993 -3.596
H -4.538 0.785 -4.963
H -4.027 3.190 -4.436
H -2.483 3.655 -2.547
C 3.139 -7.988 -0.435
C 2.761 -7.338 -1.733
C 2.866 -8.010 -2.940
C 2.510 -7.385 -4.122
Cl 2.648 -8.267 -5.632
C 2.057 -6.080 -4.124
C 1.953 -5.388 -2.926
C 2.289 -6.016 -1.729
O 2.199 -5.448 -0.515
C 1.510 -4.202 -0.363
C 2.377 -2.968 -0.663
O 3.265 -3.080 -1.513
O 2.046 -1.937 -0.008
H 3.478 -9.011 -0.603
H 2.294 -8.001 0.255
H 3.934 -7.425 0.056
H 3.224 -9.033 -2.958
H 1.799 -5.592 -5.054
H 1.654 -4.352 -2.939
H 1.165 -4.193 0.668
H 0.623 -4.179 -1.002
S -2.382 0.110 3.058
C -3.015 -1.289 3.888
C -2.630 -2.598 3.551
C -3.154 -3.706 4.193
C -4.094 -3.566 5.209
C -4.500 -2.280 5.557
C -3.978 -1.175 4.911
H -1.912 -2.726 2.748
H -2.832 -4.697 3.893
H -4.506 -4.434 5.709
H -5.239 -2.143 6.341
H -4.302 -0.176 5.183
*
```

Results
Kohn-Sham gap (eV): 5.456
HOMO energy (eV): -1.74
Energy (eV): -91155.8511
ΔE to the lowest compared entry with this formula, charge and spin (kcal per mole): 0.0

A gas-phase ion, C6H5N2S2 (charge -1) in a non-equilibrium geometry. Source: the OMol25 dataset; level of theory: the ωB97M-V functional and the def2-TZVPD basis.

ORCA input file:
```
! wB97M-V def2-TZVPD RIJCOSX def2/J DEFGRID3
* xyz -1 1
C 1.409 0.706 0.074
C 2.166 -0.321 -0.228
C -0.860 -0.119 -0.058
C -2.104 -1.969 -0.290
C -3.164 -1.108 -0.234
C 2.206 1.949 0.492
N 0.059 0.811 0.040
N -0.910 -1.420 -0.217
S 3.341 -1.392 -0.568
S -2.615 0.547 0.014
H -2.329 -3.049 -0.395
H -4.225 -1.174 -0.268
H 3.197 1.832 -0.019
H 1.473 2.725 0.097
H 2.355 1.982 1.561
*
```

Results
Kohn-Sham gap (eV): 5.954
HOMO energy (eV): -2.60
Energy (eV): -30952.7945
ΔE to the lowest compared entry with this formula, charge and spin (kcal per mole): 5.5

A molecular structure, C10H12B3BeF18N5O4S2 in a non-equilibrium geometry. Source: the OMol25 dataset; level of theory: the ωB97M-V functional and the def2-TZVPD basis.

ORCA input file:
```
! wB97M-V def2-TZVPD RIJCOSX def2/J DEFGRID3
* xyz -1 2
Be 1.377 -0.345 -1.187
B 3.435 0.167 -2.921
F 3.810 -0.584 -1.873
F 4.539 0.311 -3.742
F 2.319 -0.377 -3.441
F 3.030 1.399 -2.411
B -1.869 -1.474 -2.429
F -2.362 -0.570 -3.397
F -2.295 -2.682 -2.784
F -0.552 -1.451 -2.467
F -2.450 -1.244 -1.186
B -0.845 -2.465 1.224
F -0.067 -3.156 2.024
F -0.014 -1.946 0.227
F -1.882 -3.133 0.640
F -1.329 -1.422 1.832
C -1.104 1.914 2.296
F -1.904 1.473 3.322
F -1.095 3.257 2.245
F 0.173 1.512 2.291
S -1.845 1.304 0.527
O -2.069 2.424 -0.352
O -0.751 0.464 0.031
N -3.219 0.249 0.975
S -4.317 1.396 1.080
O -3.971 2.584 1.811
O -5.087 1.556 -0.122
C -5.546 0.671 2.436
F -4.789 0.369 3.506
F -6.390 1.659 2.711
F -6.094 -0.414 2.001
C -2.043 2.338 -3.914
C -0.817 1.885 -3.237
N 0.169 1.500 -2.753
H -2.898 2.354 -3.237
H -2.228 1.749 -4.812
H -1.667 3.320 -4.202
C 4.418 -1.570 2.547
C 3.341 -1.129 1.725
N 2.418 -0.734 1.159
H 4.547 -0.665 3.140
H 5.364 -1.887 2.107
H 4.032 -2.440 3.078
C 2.417 -5.089 -0.073
C 2.145 -3.984 -0.991
N 1.932 -3.040 -1.687
H 1.542 -5.312 0.537
H 3.271 -4.819 0.548
H 2.681 -5.890 -0.764
C 2.553 4.045 1.588
C 2.186 2.902 0.752
N 1.896 1.977 0.069
H 2.925 3.747 2.568
H 1.673 4.622 1.872
H 3.310 4.672 1.115
*
```

Results
Kohn-Sham gap (alpha / beta) (eV): 8.648 / 3.513
HOMO energy (alpha / beta) (eV): -7.40 / -7.27
Expectation value of S²: 0.760
Energy (eV): -99230.4628

A molecular structure, C13H12F6I2N3OPPdS in a non-equilibrium geometry. Source: the OMol25 dataset; level of theory: the ωB97M-V functional and the def2-TZVPD basis.

ORCA input file:
```
! wB97M-V def2-TZVPD RIJCOSX def2/J DEFGRID3
* xyz 1 2
Pd 1.720 -0.286 -0.536
I 3.232 -1.695 4.320
C 1.370 -2.077 3.467
C 0.362 -2.746 4.142
C -0.851 -3.015 3.535
I -2.239 -4.186 4.586
C -1.130 -2.562 2.211
C -2.332 -2.763 1.511
C -2.457 -2.294 0.224
C -1.396 -1.596 -0.355
N -0.258 -1.389 0.277
C -0.107 -1.866 1.522
C 1.200 -1.645 2.119
O 2.106 -1.098 1.457
H 0.543 -3.087 5.151
H -3.154 -3.289 1.972
H -3.359 -2.463 -0.342
H -1.462 -1.212 -1.363
F 2.675 1.550 0.658
P 4.122 1.548 -0.285
F 3.003 1.439 -1.590
F 4.028 -0.125 -0.281
F 5.320 1.480 -1.288
F 3.983 3.119 -0.362
F 4.973 1.527 1.024
C -2.192 1.004 -3.692
N -1.489 1.584 -2.587
C -2.094 2.641 -1.792
C -0.998 2.977 -0.763
N 0.027 1.964 -1.017
C -0.308 1.229 -2.106
S 0.611 -0.099 -2.661
H -3.122 0.547 -3.354
H -1.574 0.251 -4.171
H -2.440 1.780 -4.417
H -3.007 2.265 -1.317
H -2.353 3.489 -2.429
H -1.359 2.889 0.263
H -0.591 3.981 -0.893
H 0.996 2.227 -0.842
*
```

Results
Kohn-Sham gap (alpha / beta) (eV): 6.133 / 6.251
HOMO energy (alpha / beta) (eV): -11.71 / -12.31
Expectation value of S²: 1.049
Energy (eV): -76302.0379

2 unconnected molecules or ions with the total composition C2H2F3N2 in a non-equilibrium geometry. Source: the OMol25 dataset; level of theory: the ωB97M-V functional and the def2-TZVPD basis.

ORCA input file:
```
! wB97M-V def2-TZVPD RIJCOSX def2/J DEFGRID3
* xyz 1 1
C 1.393 -0.181 0.320
C 2.676 0.045 -0.074
N -0.879 0.239 -1.274
N -0.012 0.868 -1.022
F 3.373 1.019 0.410
F 0.778 -1.307 -0.076
F 3.287 -0.606 -1.012
H 0.988 0.242 1.230
H -1.607 -0.456 -1.414
*
```

Results
Kohn-Sham gap (alpha / beta) (eV): 8.081 / 8.080
HOMO energy (alpha / beta) (eV): -14.50 / -14.50
Energy (eV): -13227.5506
ΔE to the lowest compared entry with this formula, charge and spin (kcal per mole): 35.2

2 unconnected molecules or ions with the total composition C5H13NO. Source: the OMol25 dataset; level of theory: the ωB97M-V functional and the def2-TZVPD basis.

ORCA input file:
```
! wB97M-V def2-TZVPD RIJCOSX def2/J DEFGRID3
* xyz 0 1
C -0.172 -0.293 2.120
N 0.736 -0.626 1.306
C 1.963 0.157 1.368
C 2.235 0.818 0.023
H -1.135 -0.787 2.084
H -0.018 0.504 2.852
H 2.806 -0.504 1.581
H 1.943 0.928 2.147
H 2.034 0.132 -0.802
H 1.578 1.676 -0.147
H 3.259 1.180 -0.059
C -1.560 0.519 -1.646
C -2.062 -0.918 -1.510
O -1.664 -1.524 -0.279
H -1.692 0.864 -2.670
H -0.528 0.613 -1.312
H -2.163 1.157 -0.994
H -3.149 -0.968 -1.518
H -1.692 -1.532 -2.339
H -0.718 -1.396 -0.206
*
```

Results
Kohn-Sham gap (eV): 10.996
HOMO energy (eV): -9.90
Energy (eV): -8932.4299
SMILES string: C=NCC.CCO
ΔE to the lowest compared entry with this formula, charge and spin (kcal per mole): 36.5